1.
Here is 3 unconnected molecules or ions with the total composition C16H38N2O5P from the Open Molecules 2025 dataset. Energies are from ωB97M-V with the def2-TZVPD basis set.

```
62
Properties=species:S:1:pos:R:3
H -3.27 -2.91 5.03
H 0.96 1.30 1.62
H 2.13 -0.61 -1.24
N -1.95 -1.61 2.71
C 0.02 1.47 -4.14
H -1.62 -1.69 -3.60
C 3.11 1.07 1.19
C -3.05 -0.67 2.85
P 3.38 4.95 0.95
C -0.58 -1.76 -3.93
H -3.14 -1.29 0.16
C 1.98 2.88 0.01
H 2.16 3.32 -0.97
H 0.15 0.92 -2.07
O 4.16 0.59 1.56
H 1.98 -0.66 -4.30
H -0.16 2.49 -3.80
H 1.06 1.42 -4.45
O 4.65 4.33 1.76
C -0.27 0.50 -2.99
N 0.21 -0.87 -3.11
H 1.85 3.51 2.05
H 2.35 0.79 -2.30
H -2.84 -0.04 3.71
H -1.39 -1.03 0.13
H 1.02 2.35 -0.03
H -2.09 -2.49 -0.57
O 3.86 5.38 -0.38
H -0.51 -2.68 3.72
H -4.67 -1.66 3.95
H -4.66 -2.01 2.22
H -1.09 -3.08 1.56
H 1.66 -0.34 1.77
O 3.04 6.28 1.84
C 1.64 -1.01 -3.31
H -1.81 -3.85 5.34
C -4.47 -1.24 2.97
H -1.35 0.45 -2.81
H -1.00 -2.43 -5.95
C 1.83 0.73 1.92
O 3.05 1.81 0.09
H -2.84 -3.25 1.67
C -2.38 -3.33 4.56
C -2.17 -1.78 0.25
H -1.31 -1.46 4.67
H 3.51 -0.53 -2.34
H 2.01 0.87 2.99
C 2.45 -0.30 -2.24
H -1.07 -0.69 -5.78
C 1.98 3.94 1.04
H 4.38 3.77 2.49
C -1.49 -2.24 3.93
H -0.27 -2.78 -3.70
H -3.02 0.01 1.99
H -0.61 1.29 -5.00
H 2.60 6.03 2.66
H -5.20 -0.44 2.81
C -2.02 -2.51 1.58
H -2.69 -4.07 3.83
C -0.53 -1.58 -5.46
H 0.49 -1.51 -5.82
H 1.87 -2.08 -3.28
```

Calculated values
**Spin multiplicity**: 1
**Strongest force on any atom**: 1.1 eV/A
**Net charge**: -1
**Kohn-Sham gap**: 6.159 eV



2.
Here is 4 unconnected molecules or ions with the total composition C52H37FN2O12 from the Open Molecules 2025 dataset. Energies are from ωB97M-V with the def2-TZVPD basis set.

```
104
Properties=species:S:1:pos:R:3
H 1.97 4.05 1.52
C 4.47 1.37 -2.28
F 6.82 1.25 -4.12
H 1.14 2.44 -2.37
C -4.13 -2.96 -0.92
O 3.81 -8.43 -0.59
C 2.76 -6.33 -0.28
C -2.27 5.49 5.86
C -4.26 4.48 4.96
O 5.82 -0.38 -0.37
C 1.72 -5.48 -0.66
C -3.53 -0.25 -0.97
C -3.14 1.19 -0.96
H -0.46 3.46 1.77
C -6.41 2.71 0.22
C 0.95 -9.84 -3.28
C -2.88 -2.53 -1.34
C -0.11 -9.00 -3.62
N 3.29 1.04 -1.58
C 0.03 4.08 2.51
C -2.13 4.20 3.70
H 0.51 -0.85 -2.03
H 1.43 -0.52 -3.96
C -5.47 1.76 -0.18
H -4.36 -4.02 -0.89
C -6.05 4.04 0.29
H 1.76 6.27 5.18
C -2.58 -1.18 -1.36
H 3.10 -0.98 -2.10
C 1.28 5.66 4.43
O 3.97 -1.58 0.12
H 1.01 -10.83 -3.71
H -6.08 -2.35 -0.23
C -4.76 4.45 -0.02
C -4.17 2.17 -0.51
C 1.84 -8.13 -1.84
H 2.59 -2.75 1.14
C -0.69 4.54 3.60
O -2.69 3.52 2.87
C 1.91 1.56 -4.19
H 0.87 -3.52 -0.46
C 0.81 2.27 -3.40
O -0.22 -5.16 -1.95
C 2.26 0.14 -3.70
H 2.75 -10.04 -2.12
H -2.13 -3.25 -1.64
C -3.82 3.51 -0.43
N 5.16 0.22 -2.89
C -2.90 4.74 4.87
H -0.87 -9.34 -4.31
H -7.40 2.38 0.47
H 0.57 3.23 -3.87
H 2.82 2.18 -4.25
H -2.49 6.53 7.71
C -4.35 5.69 7.04
H 0.79 0.62 -1.05
C -4.99 4.96 6.04
C 2.89 -7.69 -0.87
H -2.81 3.80 -0.67
H -1.59 -0.87 -1.67
O 5.38 0.00 -5.19
C 1.37 4.40 2.37
H 3.12 -0.24 -4.25
H 1.57 1.44 -5.23
C 1.23 -0.32 -1.40
C 3.66 0.76 -0.14
C 4.60 -0.51 -0.09
O -0.28 6.47 6.65
C 5.71 0.45 -4.15
C 4.13 2.07 0.59
H -6.78 4.77 0.61
O 4.91 2.48 -2.37
C -5.10 -2.03 -0.55
C 1.92 -9.40 -2.39
O 5.26 2.08 1.10
O -6.98 -0.03 0.08
H -4.48 5.49 0.07
C -5.85 0.32 -0.20
H 3.03 5.45 3.21
C -3.00 5.95 6.95
C 0.68 -5.91 -1.62
H -1.01 -7.06 -3.33
C 2.51 -0.06 -2.19
C -4.80 -0.67 -0.58
H 2.77 0.45 0.41
H -4.74 3.90 4.18
C -0.07 5.33 4.58
H 4.51 -6.57 0.92
H -0.09 1.65 -3.38
H -4.92 6.06 7.88
C 0.78 -7.29 -2.19
C -0.80 5.82 5.77
O -2.02 1.52 -1.28
C 3.71 -5.90 0.63
H -6.05 4.76 6.10
H 4.39 -4.28 1.85
C 2.63 -3.76 0.76
O 3.26 2.97 0.62
C 3.64 -4.62 1.15
C 1.98 5.20 3.33
C 1.66 -4.19 -0.14
H 1.46 -0.95 -0.53
H 5.92 0.00 -2.22
C -0.19 -7.73 -3.08
```

Calculated values
**Energy above the lowest of the compared OMol25 structures with the same formula, charge and spin**: 0.00 kJ/mol
**Spin multiplicity**: 1
**Strongest force on any atom**: 0.9 eV/A
**Net charge**: -2
**Kohn-Sham gap**: 4.251 eV



3.
Here is 2 unconnected molecules or ions with the total composition H4OP2S from the Open Molecules 2025 dataset. Energies are from ωB97M-V with the def2-TZVPD basis set.

```
8
Properties=species:S:1:pos:R:3
H 1.49 -0.90 2.52
P 1.27 -0.04 1.36
S -0.92 -0.27 1.27
P -0.57 1.02 -1.46
O -1.56 0.72 2.17
H -1.36 2.26 -1.69
H -1.55 0.22 -1.95
H 1.39 -0.90 0.39
```

Calculated values
**Energy above the lowest of the compared OMol25 structures with the same formula, charge and spin**: 360.83 kJ/mol
**Spin multiplicity**: 1
**Strongest force on any atom**: 3.8 eV/A
**Net charge**: 0
**Kohn-Sham gap (alpha / beta)**: 7.505 / 7.584 eV



4.
Here is a molecular structure, C24H33O6W from the Open Molecules 2025 dataset. Energies are from ωB97M-V with the def2-TZVPD basis set.

```
64
Properties=species:S:1:pos:R:3
C -2.26 -0.83 0.30
H 0.58 -1.20 -2.90
C 1.97 1.36 0.55
H 2.27 -1.94 1.03
C 2.22 -0.56 -0.74
H 3.13 0.78 -9.08
H -3.11 -0.19 0.03
H -0.58 1.92 -6.56
C -0.31 1.22 -5.76
H 1.84 2.39 0.85
H -1.52 -1.76 -5.62
C 2.06 0.25 1.43
C 0.05 -2.57 -8.08
H 2.43 0.32 2.46
H 2.45 -1.22 -1.57
H -3.36 3.35 -3.98
H 3.61 0.78 -7.35
H 0.63 1.56 -5.30
C -1.58 2.20 -3.77
H -1.97 -0.73 -3.55
C -2.94 2.55 -3.35
H 0.18 -3.15 -0.07
C -0.64 -1.21 -5.24
C -0.15 -0.20 -6.31
C 0.04 0.21 3.69
C -1.07 -0.34 -4.05
O -1.80 0.51 -7.93
H -2.95 2.91 -2.32
H -0.36 -3.42 -8.65
H -0.02 3.59 -4.24
H 0.14 -2.85 -7.02
H -2.30 -0.51 2.46
C -0.68 -1.90 1.59
H 1.02 -2.30 -8.51
O -0.89 -1.49 -8.33
O 1.64 0.25 -7.84
C -1.73 -0.94 1.62
C -1.41 1.08 -4.69
C 2.16 -0.94 0.65
H 0.16 -1.91 -5.00
H 0.90 0.42 -3.45
C -1.55 -1.75 -0.56
C 3.05 0.25 -8.13
O -0.41 0.31 -1.85
H 0.90 -0.43 3.90
H -0.88 -0.31 3.99
H 0.36 2.48 -2.90
H 2.24 1.51 -1.68
C -0.52 -2.39 0.25
H -0.80 3.80 -2.66
C -0.45 3.05 -3.38
C 1.33 -0.35 -6.67
H 0.14 1.12 4.25
H 3.43 -0.77 -8.22
W 0.09 -0.21 -0.08
H -0.12 -2.33 2.43
H -1.84 -2.06 -1.56
C 2.09 0.89 -0.79
O 2.14 -0.91 -5.98
O -0.11 0.59 2.38
H -3.61 1.68 -3.43
C -1.00 -0.37 -7.59
C 0.09 -0.22 -3.07
H -2.38 0.94 -5.21
```

Calculated values
**Energy above the lowest of the compared OMol25 structures with the same formula, charge and spin**: 0.00 kJ/mol
**Spin multiplicity**: 3
**Strongest force on any atom**: 2.8 eV/A
**⟨S²⟩**: 2.01
**Net charge**: -1
**Kohn-Sham gap (alpha / beta)**: 4.189 / 4.255 eV



5.
Here is C5H8S2 in the gas phase from the Open Molecules 2025 dataset. Energies are from ωB97M-V with the def2-TZVPD basis set.

```
15
Properties=species:S:1:pos:R:3
H -1.31 1.78 -0.86
H 4.17 -1.11 -0.41
H -2.65 0.49 0.68
C -1.88 -0.23 0.70
C -0.89 0.91 -1.08
H -1.55 0.42 -1.77
H 0.66 -1.10 1.54
H -1.72 -0.50 1.84
S 2.52 1.28 -0.57
S 2.98 -1.59 0.30
C -0.52 0.09 0.13
H -0.08 1.07 -1.65
C 0.59 -0.40 0.71
H -2.42 -1.04 0.28
C 2.09 -0.06 0.17
```

Calculated values
**Energy above the lowest of the compared OMol25 structures with the same formula, charge and spin**: 226.33 kJ/mol
**Spin multiplicity**: 1
**Strongest force on any atom**: 5.0 eV/A
**SMILES string**: CC(C)=CC(=S)S
**Net charge**: 0
**Kohn-Sham gap**: 8.368 eV



6.
Here is a molecular structure, C29H37N7O4Sc from the Open Molecules 2025 dataset. Energies are from ωB97M-V with the def2-TZVPD basis set.

```
78
Properties=species:S:1:pos:R:3
H 0.81 -4.60 -3.98
C -4.35 0.48 -2.12
C -0.29 2.94 -1.55
H -0.49 -0.40 5.06
C 2.47 -0.86 -1.84
H 2.65 -1.04 2.27
C 1.11 -3.91 -3.19
C -3.43 0.28 -0.95
C -3.84 -0.10 2.83
O 0.59 -0.48 1.22
H -0.84 -2.67 -4.29
H -3.90 1.21 -2.79
H 2.71 3.70 1.69
C 0.77 -4.03 0.98
H 1.07 -0.89 6.94
H 1.75 -4.44 -2.49
H 3.24 2.14 2.31
C 1.42 -0.93 5.92
H -5.34 0.81 -1.82
C -0.74 -2.32 -3.26
Sc -0.51 0.61 -0.19
C -3.15 0.13 1.52
H 0.67 6.82 -3.98
H 2.35 -1.04 -2.91
H -1.99 4.63 -0.44
N -1.17 -0.17 2.67
H 1.49 -4.77 1.35
H 1.71 -3.11 -3.65
H -0.76 -5.92 -0.04
C 3.19 -1.31 4.35
H 4.18 2.94 1.02
C 0.07 -0.43 2.40
C 2.89 1.32 -0.65
H 4.23 -1.55 4.13
H -0.14 -4.12 1.59
C -0.07 -3.23 -1.14
N 0.87 0.94 -1.92
H 3.43 -1.47 6.48
H -3.57 -1.07 3.24
H -3.52 0.64 3.56
C 0.08 6.35 -3.20
H -0.20 -1.37 -3.25
N 0.75 2.36 -2.06
C -1.42 5.13 -1.21
N 0.51 -4.28 -0.42
O 1.06 2.10 0.64
C -0.87 7.09 -2.50
H 1.02 4.42 -3.43
H -0.30 -5.69 -1.74
C -0.47 4.39 -1.90
H 1.19 -3.04 1.12
C 2.75 -1.26 5.66
N -1.84 0.14 1.47
O -1.20 2.44 -0.75
C 2.06 0.55 -1.49
H -4.92 -0.05 2.69
C 0.28 5.01 -2.90
C 0.99 -0.72 3.56
C 0.55 -0.66 4.88
H -4.43 -0.46 -2.67
N -0.04 -3.36 -2.51
H -1.02 8.14 -2.73
H -2.36 7.04 -0.95
H -1.72 -2.14 -2.84
C 0.06 -5.63 -0.71
C -1.61 6.48 -1.50
O -2.21 0.07 -1.24
H 3.50 -1.04 -1.54
H -0.72 -2.28 0.38
H 3.95 1.11 -0.59
C 2.29 2.06 0.40
N -0.60 -2.19 -0.62
H -5.00 0.46 0.47
H 1.83 -1.57 -1.30
H 0.87 -6.35 -0.59
C 2.32 -1.04 3.30
C -3.93 0.33 0.34
C 3.18 2.76 1.40
```

Calculated values
**Energy above the lowest of the compared OMol25 structures with the same formula, charge and spin**: 186.30 kJ/mol
**Spin multiplicity**: 1
**Strongest force on any atom**: 0.8 eV/A
**Net charge**: -1
**Kohn-Sham gap**: 6.738 eV



7.
Here is a molecular structure, C12H14Cl33F3O3P2 from the Open Molecules 2025 dataset. Energies are from ωB97M-V with the def2-TZVPD basis set.

```
67
Properties=species:S:1:pos:R:3
C -1.65 3.30 2.99
F -4.30 -1.36 0.46
H -2.83 -1.40 3.91
Cl -3.40 3.35 3.04
Cl 0.02 -0.64 -7.90
Cl -2.12 0.75 -4.13
Cl -0.74 4.14 -0.85
Cl 0.81 -7.22 1.03
Cl -8.20 1.02 4.98
C -2.38 3.85 -1.47
Cl -0.94 4.43 4.14
H -7.16 -0.95 4.27
C -0.24 -5.97 0.39
C 6.69 -1.72 -1.53
Cl 6.75 -3.23 -2.46
Cl -2.64 -0.50 -1.57
C -7.28 -0.46 5.23
H -2.29 3.38 -2.44
Cl -5.66 -0.09 5.84
Cl 3.86 0.76 0.75
C -1.04 9.10 -0.65
F -4.16 0.29 1.86
H 0.33 -5.37 -0.31
C 5.30 -0.60 -6.83
Cl 1.97 -4.69 3.32
Cl 3.72 -1.02 3.03
C 0.63 0.51 -6.71
H -1.33 3.58 2.00
O -0.04 -1.16 3.03
Cl 3.85 -6.47 4.64
Cl 1.84 1.57 -7.42
H -0.41 0.39 1.20
Cl 6.04 -0.40 -2.51
Cl -1.60 -6.68 -0.48
Cl -3.23 2.73 -0.41
Cl 5.72 -1.92 -0.08
C -1.53 -0.41 -2.92
H 4.29 -0.28 -6.59
C 3.44 -4.80 4.29
H 7.70 -1.47 -1.25
Cl 5.24 -1.43 -8.39
Cl 5.86 -1.67 -5.56
Cl -0.30 10.19 0.52
Cl -0.57 7.43 -0.35
H -0.68 9.37 -1.63
F -5.37 -1.43 2.34
Cl -1.28 -2.00 -3.64
Cl -2.79 9.27 -0.65
H -0.58 -0.05 -2.55
Cl -8.12 -1.56 6.32
P -2.84 -1.98 2.64
Cl 1.28 -0.34 -5.31
Cl 2.09 1.37 2.94
H 3.25 -4.29 5.23
C 3.64 0.66 2.50
Cl -1.07 1.65 3.30
O -0.84 -0.36 0.77
O -0.34 -2.79 1.13
Cl 6.32 0.84 -6.93
Cl 4.75 -3.97 3.47
H -0.20 1.11 -6.38
C -4.21 -1.04 1.76
Cl -0.83 -4.90 1.67
H 4.43 1.22 2.98
H -0.48 -3.52 1.75
Cl -3.28 5.35 -1.66
P -0.86 -1.49 1.86
```

Calculated values
**Spin multiplicity**: 1
**Strongest force on any atom**: 9.1 eV/A
**Net charge**: 0
**Kohn-Sham gap**: 9.963 eV



8.
Here is C3H5N in the gas phase from the Open Molecules 2025 dataset. Energies are from ωB97M-V with the def2-TZVPD basis set.

```
9
Properties=species:S:1:pos:R:3
H 0.56 -2.87 -1.34
C -0.05 0.25 0.62
H -0.80 0.06 1.39
C 0.18 -0.98 -0.15
N -0.57 1.32 -0.24
H 0.12 1.54 -0.96
H 0.88 0.51 1.14
C 0.39 -1.98 -0.78
H -0.71 2.16 0.32
```

Calculated values
**Energy above the lowest of the compared OMol25 structures with the same formula, charge and spin**: 178.76 kJ/mol
**Spin multiplicity**: 1
**Strongest force on any atom**: 0.3 eV/A
**SMILES string**: C#CCN
**Net charge**: 0
**Kohn-Sham gap**: 10.629 eV



9.
Here is C4H8O2 in the gas phase from the Open Molecules 2025 dataset. Energies are from ωB97M-V with the def2-TZVPD basis set.

```
14
Properties=species:S:1:pos:R:3
C 2.04 0.05 -0.74
C -1.77 -0.07 0.03
H -0.35 -1.71 -0.17
H -1.84 -0.23 1.11
H -2.62 -0.56 -0.45
H 2.43 1.06 -0.85
H 1.93 -0.41 -1.72
O 0.65 0.80 1.03
C 0.74 0.12 0.03
H 2.77 -0.53 -0.16
H -0.44 -0.66 -1.59
C -0.46 -0.66 -0.49
H -1.23 1.75 0.28
O -1.87 1.31 -0.29
```

Calculated values
**Energy above the lowest of the compared OMol25 structures with the same formula, charge and spin**: 78.42 kJ/mol
**Spin multiplicity**: 1
**Strongest force on any atom**: 0.5 eV/A
**SMILES string**: CC(=O)CCO
**Net charge**: 0
**Kohn-Sham gap**: 10.873 eV



10.
Here is a molecular structure, C34H22Br2ClN4O3STi from the Open Molecules 2025 dataset. Energies are from ωB97M-V with the def2-TZVPD basis set.

```
68
Properties=species:S:1:pos:R:3
C 1.95 2.67 1.42
C 1.66 1.21 -4.29
C 0.31 4.33 2.77
C 0.16 -3.16 3.51
C 3.43 -2.71 1.75
C -0.49 -2.00 3.08
N 0.65 2.34 1.49
C -3.36 -3.43 -0.71
C -2.06 -3.78 -0.45
S -1.87 2.80 2.29
O 0.49 -0.44 -1.26
C 2.13 -2.52 2.25
C 1.64 4.66 2.67
C -2.29 2.45 0.15
N -1.99 1.15 -0.16
H -5.84 -2.35 -1.07
H -1.52 3.17 -0.12
H -3.84 3.97 0.18
H -6.38 0.04 -0.77
C -5.36 -0.30 -0.68
H -4.10 -4.18 -0.96
H 1.51 -2.32 -2.71
C -3.73 -2.07 -0.65
O -0.46 0.02 1.84
Cl 2.82 0.33 -6.55
C 2.14 0.13 -4.97
C 1.55 -1.34 -3.16
O 0.39 2.06 -0.97
C -4.35 0.65 -0.40
C -1.13 -2.78 -0.13
C 1.44 -3.41 3.11
C 3.74 0.21 -0.61
Ti -0.05 0.61 0.12
H 1.71 2.20 -4.72
C 3.94 -1.82 0.86
H 3.02 0.97 -0.90
H 2.49 -2.00 -4.97
H 2.02 5.58 3.11
C 0.71 2.15 -2.21
Br 2.30 -4.99 3.73
Br -2.29 -1.68 3.56
C 2.49 3.80 1.98
C -4.64 2.05 -0.26
H -5.67 2.39 -0.37
C 2.10 -1.16 -4.41
C -0.18 3.16 2.17
H 4.64 0.70 -0.22
N 1.96 -0.49 0.90
C -3.02 0.26 -0.30
C -3.65 2.92 0.02
C 0.12 -1.06 2.26
H 4.03 -0.35 -1.50
C 1.45 -1.36 1.81
H -0.11 -3.04 0.11
H 4.01 -3.57 2.07
H 2.58 1.97 0.89
C -5.07 -1.62 -0.84
C 1.04 -0.26 -2.43
C 3.17 -0.72 0.42
H -0.39 4.96 3.31
H -0.37 -3.86 4.14
C -2.72 -1.14 -0.36
H 3.55 4.01 1.89
C 1.12 1.05 -2.99
H 4.94 -1.94 0.46
N -1.45 -1.50 -0.08
H 0.71 3.15 -2.65
H -1.74 -4.81 -0.48
```

Calculated values
**Energy above the lowest of the compared OMol25 structures with the same formula, charge and spin**: 0.00 kJ/mol
**Spin multiplicity**: 2
**Strongest force on any atom**: 3.1 eV/A
**⟨S²⟩**: 0.77
**Net charge**: 0
**Kohn-Sham gap (alpha / beta)**: 6.043 / 6.058 eV